[1]
Molecular formula: C3H9NO
Method: DFT, ωB97M-V/def2-TZVPD

structure (SMILES) = C=CN.CO
max |F| = 1.14 eV/Å
HOMO-LUMO gap = 9.91 eV
relative energy (zero: lowest compared OMol25 entry of this formula, charge and spin) = 2.052 eV

Last column: natural (NBO) charge in e.
Positions of all 14 atoms, in Å:
C  -1.41060  0.27553  -0.83812  -0.478
C  -0.55551  1.28355  -0.78989  0.002
N  -0.21174  2.05089  0.32277  -0.836
H  -1.64912  -0.24303  -1.75288  0.205
H  -1.74035  -0.26517  0.03688  0.184
H  0.00215  1.41685  -1.71367  0.171
H  0.65965  2.56329  0.16621  0.369
H  -0.89622  2.73892  0.58769  0.382
C  1.30946  -1.50825  0.75800  -0.244
O  0.31173  -2.43641  0.39849  -0.732
H  1.68899  -0.98214  -0.11509  0.160
H  2.07179  -2.10087  1.26338  0.181
H  0.95221  -0.76909  1.48891  0.167
H  -0.53243  -2.02405  0.18733  0.469

[2]
Molecular formula: C3H9NO
Method: DFT, ωB97M-V/def2-TZVPD

max |F| = 5.40 eV/Å
HOMO-LUMO gap = 10.30 eV
relative energy (zero: lowest compared OMol25 entry of this formula, charge and spin) = 4.044 eV

Last column: natural (NBO) charge in e.
Positions of all 14 atoms, in Å:
C  -1.02343  0.17274  0.82433  -0.215
C  -0.30185  -0.47885  -0.34874  -0.448
C  1.19065  -0.65300  -0.24264  -0.164
O  1.67719  -0.67738  -1.89480  -0.714
N  -0.67748  1.62253  0.87598  -0.848
H  -0.67261  -0.29110  1.75074  0.177
H  -2.10567  0.15105  0.71851  0.192
H  -0.58947  0.05140  -1.25919  0.229
H  -0.76673  -1.44632  -0.58319  0.217
H  1.43102  -1.46254  0.44901  0.213
H  1.71511  0.27611  -0.06847  0.224
H  1.84357  -1.30779  -1.22554  0.425
H  -1.50271  2.18177  0.99744  0.360
H  -0.21759  1.86138  0.00654  0.353

[3]
Molecular formula: C3H9NO
Method: DFT, ωB97M-V/def2-TZVPD

structure (SMILES) = C=N.CCO
max |F| = 1.06 eV/Å
HOMO-LUMO gap = 10.88 eV
relative energy (zero: lowest compared OMol25 entry of this formula, charge and spin) = 1.863 eV

Last column: natural (NBO) charge in e.
Positions of all 14 atoms, in Å:
C  2.63919  -0.32328  1.13583  -0.038
N  1.71688  -1.14414  1.39183  -0.594
H  3.17158  -0.27231  0.19183  0.163
H  2.96779  0.39558  1.88636  0.141
H  1.40428  -0.92561  2.33514  0.330
C  -1.63352  1.00135  -1.41913  -0.622
C  -0.94552  -0.02736  -0.54161  -0.060
O  -1.87195  -1.03762  -0.13996  -0.725
H  -2.37345  1.50891  -0.80059  0.210
H  -0.86851  1.71514  -1.74529  0.207
H  -2.11191  0.56008  -2.29596  0.211
H  -0.65227  0.54074  0.32705  0.143
H  -0.02064  -0.45992  -0.88018  0.166
H  -1.42194  -1.53155  0.55470  0.469